1.
# C4H7NO

C4H7NO in the gas phase in a non-equilibrium geometry (wB97M-V/def2-TZVPD, OMol25).

Element x y z (Å)
1 O 1.79312 0.78715 0.40989
2 C 0.86309 0.27229 -0.49239
3 C 0.31820 -1.15906 -0.20066
4 C -1.05156 -0.53243 0.15271
5 N -0.85780 0.40157 1.23517
6 C -0.56128 0.75369 -0.32055
7 H 1.38234 0.66241 1.28474
8 H 1.24663 0.43614 -1.49924
9 H 0.83451 -1.71739 0.58304
10 H 0.26398 -1.74950 -1.12040
11 H -2.01282 -0.96951 -0.10671
12 H -0.98839 1.42328 0.93242
13 H -1.19145 1.42614 -0.90979

Results
relative energy (zero: lowest compared OMol25 entry of this formula, charge and spin) = 448.5 kJ/mol
net charge = 0
Kohn-Sham gap = 10.32 eV

2.
# C4H9NOS

C4H9NOS in the gas phase in a non-equilibrium geometry (wB97M-V/def2-TZVPD, OMol25).

Element x y z (Å)
1 C -0.60331 -2.14925 0.10034
2 N -0.51611 -0.97350 -0.73609
3 C -0.26937 0.21023 -0.00829
4 C 1.10267 0.31562 0.67749
5 O 2.02006 -0.50094 0.38025
6 C -0.20680 1.53224 -0.79948
7 S 1.07879 2.69395 0.11186
8 H -0.88363 -3.01781 -0.48643
9 H -1.40871 -2.01206 0.90325
10 H 0.33408 -2.45490 0.55942
11 H 0.17820 -1.15504 -1.46284
12 H -1.09145 0.33379 0.75411
13 H 0.93685 0.53704 1.72449
14 H -0.99803 2.30631 -0.96943
15 H 0.27357 1.35031 -1.74922
16 H 0.05319 2.98401 1.00056

Results
relative energy (zero: lowest compared OMol25 entry of this formula, charge and spin) = 297.7 kJ/mol
net charge = 0
Kohn-Sham gap = 9.22 eV

3.
# C6H7F4NO4

C6H7F4NO4 in the gas phase in a non-equilibrium geometry (wB97M-V/def2-TZVPD, OMol25).

Element x y z (Å)
1 O -2.58154 0.17474 2.29297
2 C -2.56000 -0.51799 1.27026
3 F -3.59258 -0.24988 0.29476
4 C -1.48410 -1.65103 0.91862
5 N -0.31366 -1.68480 1.83125
6 C 0.88046 -1.05926 1.25445
7 O 1.43358 -0.14239 1.91924
8 O 1.29141 -1.49727 -0.02668
9 C 1.66179 -0.39555 -0.89425
10 C 0.53390 0.72592 -1.09374
11 O 0.13238 0.70251 -2.50751
12 C 1.15297 2.21176 -0.87530
13 F 2.14588 2.50576 -1.85159
14 F 0.06826 3.14049 -0.95865
15 F 1.76681 2.38683 0.38264
16 H -2.02656 -2.66883 1.01511
17 H -1.23230 -1.53866 -0.18742
18 H -0.54111 -1.26031 2.75061
19 H 1.84262 -0.85943 -1.93703
20 H 2.65832 0.10667 -0.61091
21 H -0.42802 0.55885 -0.50306
22 H -0.80851 1.01188 -2.48374

Results
relative energy (zero: lowest compared OMol25 entry of this formula, charge and spin) = 215.3 kJ/mol
net charge = 0
Kohn-Sham gap = 10.94 eV

4.
# C2H3Br2OP

C2H3Br2OP in the gas phase in a non-equilibrium geometry (wB97M-V/def2-TZVPD, OMol25).

Element x y z (Å)
1 O 1.52629 1.26196 0.36041
2 C 1.21275 -0.03740 0.02984
3 C 0.02878 -0.63287 0.12681
4 P -1.64720 -0.07344 0.76348
5 Br -2.07447 1.76058 -0.33423
6 Br -2.80644 -1.65164 -0.30916
7 H 1.81157 1.64357 -0.45122
8 H 2.00390 -0.58833 -0.24403
9 H -0.05518 -1.68243 0.05809

Results
relative energy (zero: lowest compared OMol25 entry of this formula, charge and spin) = 106.2 kJ/mol
net charge = 0
Kohn-Sham gap = 9.17 eV

5.
# C3HO3

A gas-phase ion, C3HO3 (charge -1) in a non-equilibrium geometry (wB97M-V/def2-TZVPD, OMol25).

Element x y z (Å)
1 O -0.44482 -1.52094 1.87249
2 C 0.08586 -0.73038 1.13491
3 O 1.41447 -1.06058 0.44516
4 C 0.16774 0.00423 0.11981
5 C -0.29405 0.86432 -0.87602
6 O -1.37205 1.35366 -0.94093
7 H 0.44285 1.08969 -1.75542

Results
relative energy (zero: lowest compared OMol25 entry of this formula, charge and spin) = 294.6 kJ/mol
net charge = -1
Kohn-Sham gap = 7.71 eV

6.
# CH3Br2P

CH3Br2P in the gas phase in a non-equilibrium geometry (wB97M-V/def2-TZVPD, OMol25).

Element x y z (Å)
1 Br 2.51893 -0.30897 -0.08074
2 C 0.42542 0.44897 0.40854
3 P -0.60647 -1.17789 -0.04527
4 Br -2.63297 -0.12474 -0.08586
5 H 0.50268 0.87467 1.37244
6 H 0.12465 1.28070 -0.15056
7 H -0.33223 -0.99274 -1.41856

Results
relative energy (zero: lowest compared OMol25 entry of this formula, charge and spin) = 197.6 kJ/mol
net charge = 0
Kohn-Sham gap = 9.41 eV

7.
# C20H22N4OS

C20H22N4OS in the gas phase in a non-equilibrium geometry (wB97M-V/def2-TZVPD, OMol25).

Element x y z (Å)
1 C -7.76239 0.13208 0.61873
2 C -6.33001 0.45275 0.32086
3 C -5.69817 -0.09196 -0.79064
4 C -4.38373 0.21816 -1.08203
5 C -3.66719 1.08835 -0.26942
6 C -2.24409 1.41390 -0.57196
7 S -1.13969 0.20314 0.26786
8 C 0.36279 1.02045 -0.01665
9 N 0.50618 2.14181 -0.67427
10 N 1.80790 2.43042 -0.68496
11 C 2.45948 1.50116 -0.03074
12 C 3.90343 1.53526 0.12128
13 C 4.59753 0.99929 1.20483
14 C 5.97809 1.11798 1.22720
15 N 6.68088 1.71606 0.28218
16 C 6.02126 2.24437 -0.73632
17 C 4.64588 2.18569 -0.86793
18 N 1.56770 0.55925 0.43643
19 C 1.78421 -0.70758 1.07754
20 C 2.56194 -1.67632 0.16528
21 C 1.79068 -1.99757 -1.13041
22 C 1.85607 -3.52329 -1.20740
23 C 1.95197 -3.89378 0.27056
24 O 2.77893 -2.89895 0.84460
25 C -4.29312 1.62951 0.84662
26 C -5.60812 1.31702 1.13446
27 H -7.97658 0.25464 1.67767
28 H -8.00080 -0.88754 0.32442
29 H -8.41645 0.80375 0.06151
30 H -6.24277 -0.76796 -1.43424
31 H -3.90719 -0.21710 -1.94882
32 H -2.01847 1.34567 -1.63511
33 H -1.94798 2.39184 -0.19700
34 H 4.09130 0.51853 2.02551
35 H 6.55164 0.71153 2.04998
36 H 6.63161 2.73457 -1.48321
37 H 4.13560 2.62953 -1.70680
38 H 2.32757 -0.57971 2.01656
39 H 0.80456 -1.13584 1.30881
40 H 3.54889 -1.24500 -0.04843
41 H 2.23483 -1.51293 -1.99725
42 H 0.75381 -1.67004 -1.04035
43 H 0.98799 -3.96082 -1.69347
44 H 2.75904 -3.84095 -1.72888
45 H 2.42387 -4.85848 0.45700
46 H 0.95744 -3.88117 0.73940
47 H -3.74544 2.30091 1.49232
48 H -6.08089 1.74938 2.00462

Results
relative energy (zero: lowest compared OMol25 entry of this formula, charge and spin) = 9.4 kJ/mol
net charge = 0
Kohn-Sham gap = 8.84 eV

8.
# C3H11N3O

A molecular structure, C3H11N3O in a non-equilibrium geometry (wB97M-V/def2-TZVPD, OMol25).

Element x y z (Å)
1 C 0.58593 1.87941 0.10822
2 N 1.54693 1.08265 -0.30078
3 C 1.30020 -1.59438 -1.42616
4 O 2.49528 0.88498 0.69720
5 N 1.05185 -1.23720 -0.25775
6 H 2.90029 0.04015 0.44070
7 H -0.58618 0.72015 0.74717
8 H 0.74243 2.50449 0.98643
9 H 0.00208 2.30972 -0.69586
10 H 2.15783 -1.18862 -1.97789
11 H 0.76320 -2.38688 -1.96640
12 C -2.39503 -0.33199 0.25051
13 N -1.10424 -0.28461 0.94002
14 H -1.20851 -0.43532 1.93846
15 H -0.08924 -0.92951 0.34188
16 H -2.85785 -1.31258 0.37076
17 H -3.08592 0.43430 0.61422
18 H -2.21904 -0.15477 -0.81072

Results
relative energy (zero: lowest compared OMol25 entry of this formula, charge and spin) = 610.8 kJ/mol
net charge = 0
Kohn-Sham gap = 7.57 eV

9.
# C2HBr2FO

A molecular structure, C2HBr2FO in a non-equilibrium geometry (wB97M-V/def2-TZVPD, OMol25).

Element x y z (Å)
1 C -0.24380 -0.04968 -0.84544
2 C 0.38132 0.12380 0.45409
3 O -0.52844 -1.04146 -1.43651
4 F -0.65741 1.14204 -1.24114
5 Br 1.83497 -1.01173 0.82457
6 Br -1.12135 -0.39367 1.66530
7 H 0.33470 1.23069 0.57912

Results
relative energy (zero: lowest compared OMol25 entry of this formula, charge and spin) = 0.0 kJ/mol
net charge = 0
Kohn-Sham gap = 10.32 eV

10.
# C6H14O2

A molecular structure, C6H14O2 in a non-equilibrium geometry (wB97M-V/def2-TZVPD, OMol25).

Element x y z (Å)
1 C 0.81767 1.44976 0.32664
2 C -0.13085 0.42862 -0.06464
3 C 0.30755 -1.03654 -0.38181
4 C -3.76505 -0.13552 0.61434
5 C -2.41645 -0.44004 -0.03924
6 C -1.46378 0.61258 0.01551
7 H 1.71774 1.37483 -0.27076
8 H 1.17864 1.53565 1.35947
9 H 0.52241 2.44348 0.04762
10 H 1.20184 -1.12082 0.21345
11 H 0.58216 -1.22453 -1.40866
12 H -4.57632 -0.03139 -0.11923
13 H -4.11256 -0.75125 1.43485
14 H -3.57590 0.86538 0.97494
15 H -2.29392 -1.09846 -0.85064
16 H -1.87843 1.57816 0.29740
17 H -0.56089 -1.57708 -0.00370
18 H 3.96872 -1.46576 -1.67023
19 O 3.17962 -1.46282 -1.10060
20 H 3.36522 -0.35359 -0.44482
21 H 4.37193 0.02063 0.74150
22 O 3.56065 0.38870 0.32860

Results
relative energy (zero: lowest compared OMol25 entry of this formula, charge and spin) = 617.3 kJ/mol
net charge = 0
Kohn-Sham gap = 3.49 eV

11.
# C5H32N3O11

12 unconnected molecules or ions with the total composition C5H32N3O11 in a non-equilibrium geometry (wB97M-V/def2-TZVPD, OMol25).

Element x y z (Å)
1 C 0.05708 0.61233 1.55352
2 C -0.84010 0.85017 0.30599
3 C -0.42875 -0.16366 -0.71911
4 C 0.77902 -0.61053 -1.18882
5 N 0.55505 -1.47173 -2.24099
6 C -0.74341 -1.75725 -2.24938
7 N -1.32940 -1.06439 -1.26255
8 N 1.40925 1.22231 1.66163
9 H 0.25536 -0.47372 1.62397
10 H -0.45767 0.65287 2.52972
11 H -0.69909 1.87348 -0.04399
12 H -1.87328 0.65535 0.58792
13 H 1.72614 -0.43787 -0.71241
14 H 1.39361 -1.85159 -2.70536
15 H -1.22097 -2.50918 -2.85134
16 H -2.34865 -0.99723 -1.17684
17 H 1.70874 1.70683 0.82834
18 H 1.41846 1.96538 2.36636
19 H 1.13396 -2.49182 0.00123
20 H 1.16943 -3.75109 0.89350
21 O 0.68968 -3.32835 0.17844
22 H -3.55074 1.42959 -1.18824
23 H -2.50885 1.31309 -2.41612
24 O -3.00816 0.85924 -1.72723
25 H 3.43015 -1.12037 -1.31203
26 H 4.14625 -2.34624 -2.13450
27 O 3.37549 -1.97771 -1.71658
28 H -2.43931 -2.86324 0.99091
29 H -0.82488 -2.82669 0.96464
30 O -1.62800 -2.76852 1.52625
31 H -4.61835 -2.24381 -0.26454
32 H -4.10119 -1.47475 1.01967
33 O -3.84269 -1.89790 0.19412
34 H 0.52697 4.57121 1.89264
35 H -0.49133 3.68858 2.60517
36 O -0.02860 3.78846 1.76958
37 H -0.19955 3.89427 0.03201
38 H -0.19849 5.03065 -0.96003
39 O 0.01807 4.09690 -0.89936
40 H -0.70722 3.04930 -2.16389
41 H -0.10437 1.99748 -3.13283
42 O -0.92577 2.33687 -2.78375
43 H -1.05382 -2.01974 3.08769
44 H -2.01515 -1.36848 4.08424
45 O -1.09792 -1.36949 3.81419
46 H 4.13198 1.35544 -1.61779
47 H 3.46009 0.58753 -0.32048
48 O 3.55299 0.67843 -1.27905
49 H 3.25399 -1.67913 1.70705
50 H 2.25964 -0.35196 1.66148
51 O 2.83431 -0.99932 1.18700

Results
relative energy (zero: lowest compared OMol25 entry of this formula, charge and spin) = 11.0 kJ/mol
net charge = +1
Kohn-Sham gap = 10.05 eV

12.
# C8H10F6O4

A molecular structure, C8H10F6O4 in a non-equilibrium geometry (wB97M-V/def2-TZVPD, OMol25).

Element x y z (Å)
1 C -0.82250 -0.57929 -2.97587
2 C -1.05175 -0.34948 -1.48171
3 O -2.17680 0.47169 -1.18883
4 C -2.25716 1.24963 -0.08464
5 O -1.25433 1.49733 0.57539
6 C -3.66015 1.89148 0.13988
7 F -3.47085 3.24250 0.09469
8 F -4.50253 1.63339 -0.82792
9 F -4.20604 1.51905 1.28295
10 H -0.04515 -1.29467 -3.24430
11 H -0.59256 0.34524 -3.50547
12 H -1.75881 -0.85856 -3.45902
13 H -0.18592 -0.03424 -0.89941
14 H -1.36432 -1.28162 -1.01107
15 C 0.32252 -0.42167 0.10758
16 C 0.59037 -0.79191 1.51753
17 O 1.79996 -0.37669 1.98344
18 C 2.89527 -0.97124 1.66277
19 O 2.98219 -2.17008 1.31647
20 C 4.12536 -0.05228 1.79129
21 F 4.63565 0.16103 0.51939
22 F 3.88643 1.07676 2.42498
23 F 5.05883 -0.64030 2.51828
24 H -0.51120 -0.96234 -0.34042
25 H 1.24505 -0.59055 -0.44787
26 H 0.15691 0.62160 -0.16121
27 H 0.43915 -1.86805 1.60205
28 H -0.27765 -0.46673 2.09104

Results
relative energy (zero: lowest compared OMol25 entry of this formula, charge and spin) = 845.1 kJ/mol
net charge = 0
Kohn-Sham gap = 9.24 eV

| no. | HOMO (eV) | lowest unoccupied orbital energy (Ha) |
| --- | --- | --- |
| 1 | -9.31 | 0.0371 |
| 2 | -8.78 | 0.0162 |
| 3 | -10.72 | 0.0080 |
| 4 | -9.12 | 0.0017 |
| 5 | -3.43 | 0.1571 |
| 6 | -10.08 | -0.0244 |
| 7 | -8.40 | 0.0163 |
| 8 | -6.89 | 0.0247 |
| 9 | -10.77 | -0.0168 |
| 10 | -6.74 | -0.1195 |
| 11 | -12.41 | -0.0867 |
| 12 | -9.08 | 0.0058 |